Here is a molecular structure, C3H6O3Sm at a distorted geometry from OMol25. Energies are from wB97M-V/def2-TZVPD.

Summary:
LUMO energy (alpha / beta) ... -0.383 / -0.376 Ha
Relative energy (zero: lowest compared OMol25 entry of this formula, charge and spin) ... 43.06 kcal/mol
HOMO energy (alpha / beta) ... -18.2164 / -18.2223 eV
Multiplicity ... 7
Kohn-Sham gap (alpha / beta) ... 7.784 / 7.992 eV
Net charge ... +2

Element x y z (Å)
H  -0.82033  -2.41943  -1.13389
C  -0.22537  -2.08220  -0.28209
Sm  2.34775  0.01236  0.25662
O  -2.27783  -0.71382  0.62360
H  0.13143  1.96640  0.74738
H  -0.80001  3.07186  -0.28446
C  -0.41783  2.05138  -0.20098
H  0.21976  1.84904  -1.07147
O  -1.55471  1.19532  -0.20311
H  0.83397  -2.34075  -0.38883
H  -0.60485  -2.56057  0.62409
O  -0.26404  -0.63579  -0.29299
C  -1.48193  -0.10371  -0.03756

Atoms 1-2, force components in eV/Å:
H 0.38 -0.24 0.07
C -0.39 -0.55 -0.20

Here are the Mulliken charges for atoms 1 to 5, given in e:
1. H 0.302
2. C -0.530
3. Sm 1.824
4. O -0.422
5. H 0.171